ORCA calculation (ωB97M-V with the def2-TZVPD basis set) on an isolated ion of composition C18H29N2O2 and charge +1.

Cartesian coordinates (Å):
1 C -5.19 -1.69 0.05
2 C -4.63 -0.48 0.78
3 N -3.41 0.08 0.15
4 C -2.21 -0.77 0.30
5 H -2.42 -1.63 0.94
6 H -1.85 -1.13 -0.66
7 C -1.17 0.15 0.99
8 O -1.58 1.25 1.35
9 N 0.04 -0.33 1.17
10 H 0.30 -1.23 0.78
11 C 1.14 0.44 1.72
12 H 0.73 1.38 2.09
13 H 1.57 -0.12 2.56
14 C 2.23 0.69 0.65
15 C 2.66 -0.67 0.13
16 C 2.18 -1.19 -1.07
17 C 2.54 -2.46 -1.50
18 C 3.38 -3.24 -0.74
19 C 3.85 -2.75 0.47
20 C 3.48 -1.49 0.90
21 H 3.86 -1.15 1.85
22 H 4.50 -3.36 1.08
23 H 3.67 -4.23 -1.08
24 H 2.17 -2.82 -2.45
25 H 1.53 -0.61 -1.70
26 C 1.68 1.63 -0.43
27 H 0.85 1.19 -0.98
28 H 1.30 2.53 0.06
29 C 2.79 2.04 -1.40
30 O 3.84 2.69 -0.74
31 C 4.42 1.86 0.24
32 H 5.22 2.44 0.69
33 C 3.39 1.46 1.31
34 H 3.88 0.88 2.09
35 H 3.00 2.37 1.77
36 H 4.84 0.96 -0.22
37 H 2.41 2.76 -2.13
38 H 3.17 1.16 -1.94
39 C -3.59 0.57 -1.24
40 C -4.60 1.70 -1.32
41 H -4.35 2.49 -0.61
42 H -4.57 2.13 -2.32
43 H -5.61 1.37 -1.13
44 H -2.62 0.93 -1.58
45 H -3.89 -0.27 -1.87
46 H -3.09 0.93 0.73
47 H -4.38 -0.75 1.81
48 H -5.38 0.31 0.82
49 H -6.00 -2.11 0.64
50 H -5.60 -1.42 -0.92
51 H -4.44 -2.46 -0.09

Summary:
SMILES string: CC[NH+](CC)CC(=O)NCC1(c2ccccc2)CCOCC1
E_LUMO: -2.4006 eV
net charge: +1
spin multiplicity: 1
frontier orbital gap: 9.2 eV
relative energy (zero: lowest compared OMol25 entry of this formula, charge and spin): 0.0 kJ/mol

Mulliken atomic charge list, values in e, 4 entries:
1 C -1.0728
2 C -0.6199
3 N 0.3345
4 C -1.2095